[1]
82
Properties=species:S:1:pos:R:3:forces:R:3:mulliken_spin:R:1 method="wB97M-V/def2-TZVPD" gap_ev="6.0 / 6.6" multiplicity=4 s_squared=3.763 total_charge=-2
V 0.141 1.495 -0.787 0.1 0.0 0.2 2.8569
C 2.121 -4.091 -0.932 0.0 0.0 0.0 -0.0002
C 2.768 -2.905 -1.600 0.0 0.0 0.0 0.0010
C 4.026 -3.099 -2.167 0.0 0.0 0.0 0.0003
C 4.732 -2.066 -2.766 0.0 0.0 0.0 0.0000
C 4.177 -0.799 -2.806 0.0 0.0 0.0 0.0042
C 2.928 -0.587 -2.243 0.0 0.0 0.0 0.0115
C 2.204 -1.619 -1.642 0.0 -0.1 0.0 -0.0748
P 0.571 -1.058 -0.984 0.1 0.0 0.0 0.0519
C 0.213 -2.125 0.466 -0.1 0.0 -0.1 -0.0176
C -0.984 -2.835 0.563 0.0 0.1 0.0 0.0053
C -1.279 -3.593 1.685 0.0 0.0 0.1 -0.0013
C -0.378 -3.638 2.739 0.0 -0.1 -0.1 -0.0019
C 0.792 -2.900 2.669 0.0 0.0 0.0 0.0027
C 1.102 -2.125 1.551 0.0 0.0 0.0 0.0153
C 2.357 -1.296 1.558 0.0 0.0 0.1 -0.0254
C -0.649 -1.521 -2.251 0.0 0.1 0.0 0.0178
C -1.038 -2.825 -2.556 0.0 -0.1 0.0 -0.0031
C -2.130 -3.092 -3.363 0.0 0.0 0.0 -0.0064
C -2.861 -2.014 -3.863 0.0 0.0 0.0 0.0038
C -2.454 -0.720 -3.624 0.0 0.0 0.0 0.0053
C -1.300 -0.419 -2.863 -0.1 -0.1 -0.2 -0.0916
C -0.831 0.948 -2.715 0.2 0.1 0.1 0.1014
H 2.527 -5.017 -1.341 0.0 0.0 0.0 0.0000
H 1.041 -4.105 -1.049 0.0 0.0 0.0 0.0003
H 2.314 -4.081 0.144 0.0 0.0 0.0 -0.0002
H 4.463 -4.092 -2.132 0.0 0.0 0.0 -0.0002
H 5.711 -2.255 -3.191 0.0 0.0 0.0 0.0000
H 4.707 0.033 -3.250 0.0 0.0 0.0 0.0002
H 2.529 0.420 -2.250 0.0 0.0 0.0 0.0161
H -1.706 -2.775 -0.239 0.0 0.0 0.0 -0.0005
H -2.219 -4.127 1.742 0.0 0.0 0.0 0.0002
H -0.602 -4.217 3.627 0.0 0.0 0.0 -0.0001
H 1.472 -2.880 3.510 0.0 0.0 0.0 0.0003
H 2.749 -1.237 2.573 0.0 0.0 0.0 0.0002
H 2.154 -0.273 1.229 0.0 0.0 0.0 0.0303
H 3.123 -1.719 0.902 0.0 0.0 0.0 0.0005
H -0.506 -3.662 -2.121 0.0 0.0 0.0 0.0005
H -2.421 -4.114 -3.571 0.0 0.0 0.0 -0.0008
H -3.745 -2.192 -4.467 0.0 0.0 0.0 0.0003
H -3.003 0.108 -4.059 0.0 0.0 0.0 -0.0010
H -1.455 1.667 -3.246 0.0 0.0 0.0 -0.0047
H 0.205 1.057 -3.084 -0.1 -0.1 -0.2 -0.0088
C 4.164 2.352 0.415 0.0 0.0 0.0 0.0012
C 2.854 2.279 -0.347 -0.2 -0.1 0.1 0.0181
O 2.812 2.562 -1.558 -0.1 0.0 -0.1 0.0039
O 1.851 1.877 0.329 0.2 0.1 0.1 -0.0158
H 4.884 2.976 -0.110 0.0 0.0 0.0 0.0002
H 4.567 1.338 0.492 0.0 0.0 0.0 0.0006
H 3.989 2.716 1.426 0.0 0.0 0.0 -0.0003
Cl 0.249 8.782 -1.603 0.0 0.0 0.0 0.0000
N -0.277 5.782 -1.198 -0.2 0.1 0.0 0.0040
C 0.391 4.632 -1.025 0.2 0.0 -0.1 0.0402
N -0.383 3.566 -0.993 -0.3 0.1 0.0 -0.0253
C -1.676 4.058 -1.155 0.2 0.0 0.0 0.0178
C -2.903 3.399 -1.204 0.0 0.0 0.0 0.0233
C -4.033 4.175 -1.378 0.0 -0.1 0.0 0.0076
C -3.955 5.572 -1.503 0.0 0.1 0.0 -0.0006
C -2.744 6.237 -1.459 -0.1 0.0 0.0 0.0012
C -1.610 5.449 -1.284 0.0 0.1 0.0 0.0026
H 0.074 6.765 -1.292 0.1 -0.1 0.0 -0.0017
H 1.466 4.577 -0.959 0.0 0.0 0.0 0.0006
H -2.944 2.321 -1.114 -0.1 0.0 0.0 0.0012
H -5.006 3.699 -1.422 0.0 0.0 0.0 0.0002
H -4.868 6.141 -1.634 0.0 0.0 0.0 -0.0001
H -2.660 7.311 -1.559 0.0 0.0 0.0 0.0002
O 1.550 -0.604 4.682 0.0 0.0 0.0 0.0021
S 0.407 0.271 4.593 0.0 0.1 -0.1 0.0000
O 0.322 1.325 5.570 0.0 0.0 0.0 0.0016
N 0.220 0.856 3.080 0.1 0.0 0.0 0.0176
C -0.905 0.468 2.539 -0.1 0.1 0.0 0.0277
S -1.522 0.901 1.021 0.0 -0.1 0.0 -0.0147
C -1.732 -0.438 3.417 0.1 0.0 0.0 -0.0022
C -2.947 -1.045 3.149 0.0 0.0 0.0 0.0010
C -3.486 -1.891 4.110 0.0 0.0 0.0 -0.0006
C -2.821 -2.130 5.311 0.0 0.0 0.0 0.0023
C -1.603 -1.518 5.580 0.0 0.0 0.0 -0.0008
C -1.091 -0.675 4.615 -0.1 -0.1 0.0 -0.0014
H -3.436 -0.865 2.201 0.0 0.0 0.0 0.0001
H -4.432 -2.382 3.919 0.0 0.0 0.0 0.0000
H -3.259 -2.800 6.041 0.0 0.0 0.0 0.0002
H -1.074 -1.694 6.508 0.0 0.0 0.0 0.0000

[2]
81
Properties=species:S:1:pos:R:3:forces:R:3:mulliken_charge:R:1 method="wB97M-V/def2-TZVPD" gap_ev=6.4 total_charge=-1
Cs -0.920 -0.493 -1.088 0.6 0.1 0.3 1.2131
C 0.738 -3.843 -0.969 0.0 0.0 0.0 -0.6677
O -0.607 -3.462 -1.204 -0.1 0.0 0.0 -0.2339
C -1.572 -4.418 -1.079 0.0 0.0 0.0 0.7804
C -1.275 -5.749 -0.808 0.0 0.0 0.0 -0.6984
C -2.288 -6.695 -0.725 0.0 0.0 0.0 -0.6323
C -3.604 -6.315 -0.921 0.0 0.0 0.0 -0.8817
C -3.901 -4.985 -1.175 0.0 0.0 0.0 -0.1030
C -2.910 -4.009 -1.235 0.0 0.0 0.0 0.0316
N -3.184 -2.625 -1.469 -0.1 0.0 0.0 -0.2980
N -4.418 -2.387 -1.321 0.0 0.0 0.0 -0.0081
C -4.986 -1.172 -1.573 0.0 0.0 0.0 0.0128
C -4.353 -0.054 -2.219 0.0 0.0 0.0 0.3605
O -3.143 0.013 -2.527 -0.4 0.0 -0.2 -0.8163
C -5.218 1.080 -2.542 0.0 0.0 0.0 -0.7694
C -6.522 1.121 -2.219 0.0 0.0 0.0 -0.8847
C -7.160 0.032 -1.536 0.0 0.0 0.0 0.9202
C -8.520 0.095 -1.189 0.0 0.0 0.0 -0.7737
C -9.136 -0.943 -0.534 0.0 0.0 0.0 -0.4790
C -8.379 -2.078 -0.209 0.0 0.0 0.0 -0.6819
C -7.047 -2.158 -0.536 0.0 0.0 0.0 -0.4115
C -6.392 -1.109 -1.219 0.0 0.0 0.0 0.6648
H 1.059 -4.611 -1.678 0.0 0.0 0.0 0.4731
H 0.875 -4.201 0.054 0.0 0.0 0.0 0.4294
H 1.336 -2.945 -1.108 0.0 0.0 0.0 -0.2603
H -0.250 -6.057 -0.661 0.0 0.0 0.0 0.3757
H -2.036 -7.727 -0.517 0.0 0.0 0.0 0.3544
H -4.400 -7.047 -0.878 0.0 0.0 0.0 0.3764
H -4.922 -4.668 -1.334 0.0 0.0 0.0 0.4125
H -4.731 1.902 -3.052 0.0 0.0 0.0 0.4155
H -7.123 1.991 -2.469 0.0 0.0 0.0 0.3122
H -9.078 0.988 -1.449 0.0 0.0 0.0 0.3379
H -10.184 -0.886 -0.269 0.0 0.0 0.0 0.3696
H -8.847 -2.903 0.316 0.0 0.0 0.0 0.3817
H -6.474 -3.033 -0.266 0.0 0.0 0.0 0.3955
S 2.588 -2.029 3.154 0.0 0.0 0.0 -0.3259
C 1.147 -1.536 3.926 0.0 0.0 0.0 -0.1239
C 0.330 -0.845 3.079 0.0 -0.1 0.0 -1.0857
C 0.816 -0.654 1.735 -0.1 0.1 0.0 -0.2021
C 2.041 -1.264 1.646 0.0 -0.1 0.0 0.7074
C 2.968 -1.258 0.510 0.0 0.0 0.0 -0.2146
C 4.313 -1.647 0.643 0.0 0.0 0.0 -0.8058
C 5.171 -1.546 -0.431 0.0 0.0 0.0 -0.5381
C 4.692 -1.064 -1.643 0.0 0.0 0.0 -0.6944
C 3.350 -0.731 -1.701 0.0 0.0 0.0 -0.7065
N 2.508 -0.821 -0.675 -0.1 0.1 0.0 0.3885
H 0.972 -1.796 4.961 0.0 0.0 0.0 0.4258
H -0.630 -0.472 3.423 0.0 0.0 0.0 0.3534
H 4.677 -2.004 1.597 0.0 0.0 0.0 0.4482
H 6.211 -1.831 -0.325 0.0 0.0 0.0 0.4182
H 5.329 -0.950 -2.509 0.0 0.0 0.0 0.4215
H 2.919 -0.370 -2.632 0.0 0.0 0.0 0.4879
C 1.918 2.653 3.320 0.0 0.0 0.0 -1.1982
C 3.196 2.777 2.496 0.0 0.0 0.0 -0.2172
C 3.110 2.020 1.177 0.0 0.0 0.0 0.5464
N 2.085 2.571 0.290 -0.1 -0.1 -0.1 0.5863
C 2.152 2.819 -1.011 0.1 0.0 0.0 -0.8231
S 0.813 3.047 -1.983 0.0 -0.1 0.1 -0.2743
N 3.421 2.885 -1.602 0.0 0.0 0.0 0.2324
C 4.585 3.519 -1.209 0.0 0.1 -0.1 -0.1194
O 5.620 3.312 -1.809 0.0 0.0 0.0 -0.6601
C 4.508 4.539 -0.120 0.0 0.0 0.0 0.6031
C 3.414 5.387 0.007 0.0 0.0 0.0 0.1211
C 3.419 6.372 0.984 0.0 0.0 0.0 -0.7749
C 4.505 6.500 1.838 0.0 0.0 0.0 -0.4197
C 5.600 5.655 1.706 0.0 0.0 0.0 -0.5891
C 5.607 4.684 0.719 0.0 0.0 0.0 -0.3699
H 2.035 3.127 4.296 0.0 0.0 0.0 0.4507
H 1.654 1.605 3.472 0.0 0.0 0.0 0.1319
H 1.074 3.141 2.826 0.0 0.0 0.0 0.2969
H 4.031 2.347 3.056 0.0 0.0 0.0 0.3650
H 3.436 3.828 2.319 0.0 0.0 0.0 -0.1413
H 2.822 0.989 1.381 0.0 0.1 0.0 -0.8602
H 4.064 2.007 0.656 0.0 0.0 0.0 0.5094
H 1.133 2.447 0.612 0.0 0.0 0.0 0.3297
H 3.436 2.572 -2.561 0.0 0.0 0.0 0.2963
H 2.565 5.285 -0.658 0.0 0.0 0.0 0.3976
H 2.569 7.036 1.080 0.0 0.0 0.0 0.4093
H 4.499 7.261 2.608 0.0 0.0 0.0 0.3856
H 6.447 5.756 2.372 0.0 0.0 0.0 0.3771
H 6.457 4.027 0.586 0.0 0.0 0.0 0.4374

[3]
79
Properties=species:S:1:pos:R:3:forces:R:3:mulliken_charge:R:1 method="wB97M-V/def2-TZVPD" gap_ev="5.9 / 6.8" total_charge=+1
Sn -0.037 0.051 -0.082 -0.1 -0.3 0.4 1.2271
C 3.056 5.138 -2.814 0.0 0.0 0.0 -1.6242
C 3.004 3.684 -2.389 0.0 0.0 0.1 1.0977
C 4.097 2.850 -2.997 0.0 0.0 0.0 -1.5091
O 3.136 3.673 -0.905 0.1 0.0 -0.1 -0.2943
C 1.952 3.443 -0.369 -0.1 0.2 -0.1 -0.6673
C 0.929 3.454 -1.493 0.1 0.1 0.0 -0.5795
O 1.750 3.097 -2.596 0.0 0.0 0.0 -0.2987
C -0.422 2.703 -1.593 0.0 -0.1 0.0 3.1353
O -0.254 1.301 -1.607 0.0 0.0 -0.1 -1.0440
C -1.429 3.110 -0.521 0.0 0.0 0.0 -0.4067
C -2.733 2.638 -0.684 0.0 0.0 0.0 -0.3141
C -3.723 2.967 0.222 0.0 0.0 0.0 -0.9557
C -3.427 3.763 1.322 0.0 0.0 0.0 -0.5377
C -2.138 4.234 1.495 0.0 0.0 0.0 -0.9497
C -1.146 3.913 0.574 0.0 0.0 0.0 0.1360
C -0.962 3.109 -2.977 0.0 0.0 0.0 -0.0497
C -1.458 4.395 -3.166 0.0 0.0 0.0 -0.1539
C -1.903 4.800 -4.414 0.0 0.0 0.0 -1.1431
C -1.864 3.919 -5.485 0.0 0.0 0.0 -0.5102
C -1.373 2.635 -5.299 0.0 0.0 0.0 -0.9315
C -0.917 2.232 -4.051 0.0 0.0 0.1 -0.4701
C 2.175 1.691 0.958 0.0 -0.2 0.2 0.8723
O 0.900 1.486 1.095 0.1 0.0 0.0 -0.3816
C 2.847 2.473 2.015 0.0 0.0 0.0 0.5202
C 2.106 2.934 3.105 0.0 0.0 0.0 -0.1227
C 2.722 3.688 4.089 0.0 0.0 0.0 -0.9274
C 4.074 3.995 3.985 0.0 0.0 0.0 -0.4433
C 4.812 3.546 2.898 0.0 0.0 0.0 -1.1155
C 4.203 2.788 1.914 0.0 0.0 0.0 -0.3093
C 2.965 0.639 0.241 0.0 0.0 0.0 0.5586
C 2.754 0.328 -1.104 0.0 -0.1 0.0 0.5405
C 3.368 -0.787 -1.667 0.0 0.0 0.0 -1.7870
C 4.183 -1.598 -0.896 0.0 0.0 0.0 -0.7593
C 4.396 -1.290 0.442 0.0 0.0 0.0 -0.9651
C 3.798 -0.178 1.009 0.0 0.0 0.0 -0.7560
H 4.022 5.565 -2.553 0.0 0.0 0.0 0.4254
H 2.276 5.730 -2.338 0.0 0.0 0.0 0.3310
H 2.922 5.190 -3.893 0.0 0.0 0.0 0.3831
H 5.065 3.295 -2.775 0.0 0.0 0.0 0.3811
H 3.963 2.831 -4.078 0.0 0.0 0.0 0.3920
H 4.071 1.833 -2.615 0.0 0.0 0.0 0.2763
H 1.763 3.965 0.559 0.0 0.0 0.0 1.0403
H 0.648 4.520 -1.555 0.0 0.0 0.0 0.4593
H -2.969 2.030 -1.548 0.0 0.0 0.0 0.4609
H -4.734 2.612 0.063 0.0 0.0 0.0 0.5732
H -4.200 4.023 2.033 0.0 0.0 0.0 0.4574
H -1.898 4.865 2.341 0.0 0.0 0.0 0.5118
H -0.158 4.322 0.731 0.0 0.0 0.0 0.1206
H -1.522 5.082 -2.329 0.0 0.0 0.0 0.4017
H -2.293 5.801 -4.547 0.0 0.0 0.0 0.4518
H -2.219 4.230 -6.458 0.0 0.0 0.0 0.4157
H -1.343 1.942 -6.130 0.0 0.0 0.0 0.4454
H -0.529 1.235 -3.907 0.0 0.0 0.0 0.3877
H 1.056 2.682 3.175 0.0 0.0 0.0 0.3809
H 2.152 4.033 4.941 0.0 0.0 0.0 0.4508
H 4.553 4.584 4.756 0.0 0.0 0.0 0.4337
H 5.863 3.788 2.819 0.0 0.0 0.0 0.4288
H 4.773 2.445 1.061 0.0 0.0 0.0 0.5002
H 2.141 0.967 -1.729 0.0 0.0 0.0 1.1332
H 3.208 -1.008 -2.715 0.0 0.0 0.0 0.5229
H 4.655 -2.467 -1.334 0.0 0.0 0.0 0.4693
H 5.027 -1.924 1.050 0.0 0.0 0.0 0.4711
H 3.957 0.048 2.055 0.0 0.0 0.0 0.5298
O 0.154 -1.231 1.745 0.0 0.1 -0.2 -0.3518
N -0.878 -1.247 2.494 0.0 0.0 0.0 -0.4743
N -1.847 -0.532 2.113 0.0 0.0 0.0 1.0001
O -1.828 0.188 0.999 0.2 0.1 -0.2 -0.6099
C -3.062 -0.497 2.893 0.0 0.0 0.0 0.4280
C -4.160 0.149 2.358 0.0 0.0 -0.1 -0.3240
C -5.332 0.184 3.098 0.0 0.0 0.0 -0.6621
C -5.393 -0.416 4.346 0.0 0.0 0.0 -0.4759
C -4.274 -1.058 4.862 0.0 0.0 0.0 -0.5593
C -3.095 -1.104 4.139 0.0 0.0 0.0 -0.3357
H -4.094 0.613 1.386 0.0 0.0 0.0 0.3776
H -6.202 0.683 2.692 0.0 0.0 0.0 0.4032
H -6.310 -0.385 4.918 0.0 0.0 0.0 0.4071
H -4.316 -1.526 5.836 0.0 0.0 0.0 0.3898
H -2.221 -1.602 4.532 0.0 0.0 0.0 0.4706